C22H21I2IrN5O3S as an isolated structure. Source: OMol25; level of theory: the ωB97M-V functional and the def2-TZVPD basis.

Calculated values
Maximum force (hartree/bohr): 0.0105
Charge: +1
Kohn-Sham gap (eV): 6.97
Energy above the lowest of the compared OMol25 structures with the same formula, charge and spin (kJ/mol): 89.1
LUMO level (eV): -3.205

Cartesian coordinates (Å):
Ir: 0.0425 0.6048 -0.6838
I: 0.7449 -0.0231 -5.7880
C: -0.7492 0.9301 -4.7131
C: -1.7861 1.6058 -5.3869
C: -2.8101 2.2186 -4.7149
I: -4.3044 3.1786 -5.8033
C: -2.8422 2.1850 -3.2984
C: -3.8525 2.7281 -2.4719
C: -3.7810 2.5961 -1.1125
C: -2.6820 1.9414 -0.5359
N: -1.7180 1.4458 -1.2802
C: -1.7799 1.5346 -2.6444
C: -0.7226 0.8826 -3.3377
O: 0.2029 0.2387 -2.6392
H: -1.7663 1.6275 -6.4679
H: -4.6889 3.2400 -2.9288
H: -4.5543 2.9939 -0.4718
H: -2.5725 1.8266 0.5348
N: -0.6163 -1.3611 -0.6929
C: 0.5216 -2.2620 -0.5429
C: 0.4239 -3.6161 -0.6356
C: 1.5710 -4.4179 -0.4454
C: 2.7760 -3.8498 -0.1453
C: 2.8984 -2.4433 -0.0475
C: 4.0927 -1.7756 0.3100
C: 4.0990 -0.4145 0.4091
C: 2.9281 0.3039 0.1087
N: 1.8131 -0.2851 -0.2564
C: 1.7661 -1.6544 -0.2931
H: -1.0340 -1.5280 -1.6092
H: -1.3162 -1.5504 0.0237
H: -0.5342 -4.0816 -0.8317
H: 1.4808 -5.4922 -0.5242
H: 3.6490 -4.4656 0.0276
H: 4.9865 -2.3526 0.5102
H: 4.9886 0.1288 0.6917
H: 2.9267 1.3855 0.1169
C: 0.9507 3.9344 1.3047
C: 0.5855 2.6719 0.6064
O: 0.8002 2.5146 -0.6382
O: 0.0663 1.6784 1.2073
H: 1.9495 3.8246 1.7321
H: 0.2543 4.1312 2.1164
H: 0.9671 4.7604 0.5990
C: -0.5745 -2.9269 5.2965
N: -0.2148 -1.5338 5.1017
C: -0.2841 -0.8760 3.9368
N: 0.0731 0.4221 3.9570
S: -0.7714 -1.6021 2.4988
H: -0.9712 -3.0499 6.3021
H: 0.2875 -3.5823 5.1660
H: -1.3347 -3.2020 4.5718
H: 0.1377 -1.0352 5.9026
H: 0.2565 0.9085 4.8178
H: 0.0214 0.9389 3.0916

Here are the Löwdin charges for atoms 1 to 8, given in e: number 1, Ir, carries 1.443; number 2, I, carries 0.967; number 3, C, carries -0.652; number 4, C, carries -0.207; number 5, C, carries -0.670; number 6, I, carries 0.961; number 7, C, carries -0.199; number 8, C, carries -0.013